(1)
Molecular formula: C12H10InN2O20S4
Method: DFT, the ωB97M-V functional and the def2-TZVPD basis

Summary:
Energy above the lowest of the compared OMol25 structures with the same formula, charge and spin, kJ/mol: 0.0
E_HOMO, eV: 6.6
Lowest unoccupied orbital energy, eV: 8.7
HOMO-LUMO gap, eV: 2.08
Net charge: -5
Largest force on an atom, eV Å⁻¹: 6.6

XYZ file:
```
49
C12H10InN2O20S4 (the ωB97M-V functional and the def2-TZVPD basis)
In 7.6502 24.2775 -5.8589
S 9.9859 26.7518 -7.6833
O 8.6343 26.6971 -8.1315
O 10.7579 26.3903 -8.9038
O 10.1725 28.1678 -7.2585
O 9.9839 25.8199 -6.5760
S 7.1599 23.1431 -9.1879
O 7.1128 24.5069 -8.8053
O 7.8607 23.1011 -10.4785
O 7.9702 22.5911 -8.1131
O 5.7605 22.7193 -9.2768
S 6.2197 27.2997 -4.6206
O 6.6843 28.6132 -4.4176
O 6.6147 26.9674 -5.9673
O 6.8198 26.2226 -3.8547
O 4.8076 27.3012 -4.7352
S 4.1972 23.8848 -6.4743
O 3.2501 24.4432 -5.5293
O 5.0961 22.9720 -5.7917
O 3.6168 23.3820 -7.6834
O 4.9522 25.0714 -6.8080
C 2.9477 24.4661 -0.2816
C 3.3767 24.9185 -1.5126
C 4.3826 24.3499 -2.2625
C 4.9620 23.1181 -1.7686
C 4.5315 22.5952 -0.5204
C 3.5160 23.2802 0.1413
N 5.9488 22.3538 -2.5550
O 6.0489 21.1473 -2.2049
O 6.5599 22.9306 -3.4272
H 2.0883 24.9652 0.1411
H 2.8675 25.7987 -1.8765
H 4.7816 24.8180 -3.1503
H 4.8506 21.6932 -0.0195
H 3.1101 22.8362 1.0382
C 9.9789 26.4228 0.4538
C 11.1369 26.6828 -0.2193
C 11.3312 26.1647 -1.4444
C 10.3709 25.4103 -2.1028
C 9.2019 25.1297 -1.3110
C 8.9746 25.6502 0.0268
N 10.5310 24.8281 -3.4790
O 11.5020 25.0561 -4.1867
O 9.6566 24.0255 -3.7658
H 9.9691 26.9060 1.4196
H 11.9005 27.3696 0.1149
H 12.3751 26.3310 -1.6661
H 8.4257 24.4863 -1.6981
H 8.0629 25.4775 0.5795
```


(2)
Molecular formula: C68H148F12N10O10S4
Method: DFT, the ωB97M-V functional and the def2-TZVPD basis

Summary:
E_HOMO, eV: -17.1
Lowest unoccupied orbital energy, eV: -10.8
HOMO-LUMO gap, eV: 6.33
Net charge: +6
Largest force on an atom, eV Å⁻¹: 7.8

XYZ file:
```
252
C68H148F12N10O10S4 (the ωB97M-V functional and the def2-TZVPD basis)
C -10.7706 -35.5402 1.9450
C -10.9505 -35.3294 3.4764
C -10.0475 -34.2528 4.0366
N -9.8387 -34.3770 5.5291
C -9.1742 -35.6823 6.0101
C -11.1923 -34.1642 6.2365
C -11.0252 -33.0388 7.2947
C -9.5257 -32.8533 7.3856
C -8.9643 -33.1601 6.0030
H -11.5484 -36.2035 1.5664
H -9.8103 -35.9894 1.6918
H -11.0149 -34.6417 1.3783
H -10.7857 -36.3215 3.8968
H -11.9779 -35.0815 3.7433
H -10.4437 -33.2591 3.8275
H -9.0344 -34.4039 3.6640
H -10.0040 -36.3847 5.9307
H -8.7829 -35.5860 7.0229
H -8.3563 -35.8504 5.3094
H -11.4999 -35.1298 6.6379
H -11.9674 -33.8102 5.5567
H -11.5016 -33.2368 8.2549
H -11.4724 -32.1642 6.8222
H -9.1174 -33.5499 8.1178
H -9.2781 -31.8100 7.5815
H -7.9206 -33.4689 5.9428
H -9.0518 -32.3259 5.3069
C -2.3982 -31.0043 -3.1738
C -3.2655 -31.3978 -1.9580
C -3.0537 -32.8432 -1.4711
N -3.7142 -33.2535 -0.1189
C -3.0270 -32.4871 0.9814
C -3.4170 -34.8041 0.0944
C -4.5107 -35.2183 1.0939
C -5.5751 -34.1201 1.2201
C -5.2160 -33.1162 0.0524
H -1.3349 -31.2195 -3.0680
H -2.5008 -29.9283 -3.3141
H -2.7354 -31.4451 -4.1120
H -4.2984 -31.2567 -2.2760
H -3.0653 -30.6957 -1.1485
H -1.9935 -33.0355 -1.3066
H -3.5766 -33.5392 -2.1270
H -1.9991 -32.8418 0.9062
H -3.5671 -32.7557 1.8893
H -3.1175 -31.4133 0.8173
H -2.4674 -34.9385 0.6123
H -3.4648 -35.4386 -0.7905
H -4.1674 -35.6369 2.0400
H -5.0641 -36.0639 0.6855
H -5.5123 -33.6385 2.1959
H -6.5947 -34.4941 1.1266
H -5.5324 -32.0741 0.0960
H -5.5779 -33.5956 -0.8572
C -10.4269 -29.5304 5.7100
C -10.5727 -28.5002 4.5638
C -9.2716 -27.6079 4.4421
N -9.5466 -26.3569 3.5996
C -9.8496 -26.7013 2.1737
C -8.3866 -25.3430 3.6905
C -8.8077 -24.0129 3.2083
C -10.1201 -23.8668 3.9116
C -10.5120 -25.3655 4.2319
H -11.1780 -30.3162 5.6296
H -10.3441 -29.1341 6.7221
H -9.5236 -30.1226 5.5638
H -11.4830 -27.9198 4.7145
H -10.7077 -29.1482 3.6979
H -8.4586 -28.1463 3.9551
H -9.0109 -27.4615 5.4903
H -8.8855 -26.9772 1.7466
H -10.2094 -25.8200 1.6427
H -10.5821 -27.5084 2.1610
H -7.5591 -25.7468 3.1072
H -8.1028 -25.3812 4.7422
H -8.7410 -23.7536 2.1517
H -8.0010 -23.4354 3.6597
H -10.8669 -23.3915 3.2755
H -9.9576 -23.3131 4.8363
H -11.5576 -25.6089 4.0434
H -10.3632 -25.5467 5.2964
C -9.9237 -22.6948 -1.1274
C -10.1707 -23.6222 -2.3997
C -8.8620 -24.3434 -2.7331
N -8.8437 -25.0478 -4.1112
C -9.9624 -26.1505 -4.1428
C -7.4564 -25.6599 -4.4248
C -6.9923 -25.1679 -5.8084
C -8.2497 -24.7919 -6.4782
C -9.0623 -24.1400 -5.3645
H -10.8869 -22.3418 -0.7591
H -9.1852 -21.9411 -1.4006
H -9.6184 -23.3020 -0.2752
H -10.6329 -23.1649 -3.2745
H -10.8928 -24.3937 -2.1322
H -8.7641 -25.2071 -2.0753
H -7.9305 -23.7776 -2.7175
H -9.8945 -26.8137 -3.2804
H -9.7615 -26.6230 -5.1043
H -10.8918 -25.5810 -4.1433
H -7.6332 -26.7250 -4.2750
H -6.6891 -25.4342 -3.6842
H -6.5082 -25.8315 -6.5249
H -6.2629 -24.3580 -5.8152
H -8.9739 -25.5022 -6.8772
H -7.9588 -24.1189 -7.2848
H -10.1243 -24.0271 -5.5823
H -8.7393 -23.1217 -5.1480
C -10.6005 -35.5538 -1.5516
C -10.9286 -34.0124 -1.7599
C -10.3912 -33.5190 -3.1682
N -10.4854 -31.9660 -3.2644
C -12.0205 -31.5970 -3.2665
C -9.8353 -31.4663 -4.5883
C -9.3218 -30.0838 -4.1786
C -9.4733 -29.8552 -2.6927
C -9.7090 -31.2603 -2.1575
H -11.3446 -35.8704 -0.8207
H -9.5846 -35.6650 -1.1725
H -10.8472 -36.2489 -2.3541
H -10.6585 -33.3774 -0.9162
H -12.0032 -33.9733 -1.5815
H -10.9077 -33.9247 -4.0381
H -9.3429 -33.7744 -3.3228
H -12.4596 -32.1655 -4.0864
H -12.0680 -30.5237 -3.4502
H -12.4178 -31.8949 -2.2962
H -10.4401 -31.4231 -5.4941
H -8.9616 -32.0622 -4.8519
H -9.7366 -29.3198 -4.8361
H -8.2408 -30.0789 -4.3187
H -10.2574 -29.2467 -2.2420
H -8.6337 -29.3359 -2.2306
H -10.3403 -31.3785 -1.2768
H -8.7356 -31.7370 -2.0415
C -3.0512 -26.4936 -0.9310
C -1.5878 -25.9733 -1.1731
C -1.5420 -24.8030 -2.2369
N -0.2329 -23.9102 -2.2739
C 1.0321 -24.7644 -2.2036
C -0.1343 -22.8860 -1.0961
C -0.1433 -21.4753 -1.6993
C 0.4491 -21.7056 -3.1360
C -0.2873 -23.0491 -3.5368
H -3.5618 -25.9490 -0.1367
H -2.8173 -27.4660 -0.4975
H -3.6869 -26.5520 -1.8145
H -0.9477 -26.7900 -1.5068
H -1.0677 -25.7191 -0.2495
H -2.4004 -24.1442 -2.1056
H -1.6772 -25.2797 -3.2078
H 1.8488 -24.0485 -2.1108
H 1.1349 -25.3445 -3.1207
H 0.9450 -25.4759 -1.3825
H 0.8056 -22.9296 -0.5457
H -0.9560 -23.2079 -0.4564
H 0.4783 -20.8277 -1.0809
H -1.1667 -21.1037 -1.6490
H 1.5222 -21.8743 -3.2256
H 0.1621 -20.8669 -3.7703
H 0.1804 -23.5374 -4.3918
H -1.3363 -22.7853 -3.6708
C -3.6081 -24.5171 2.6915
C -3.3658 -26.0601 2.6324
N -3.4010 -26.8056 4.0135
C -2.2675 -26.3072 4.9551
C -4.7663 -26.4670 4.6898
C -5.0858 -27.2112 5.9536
C -3.3686 -28.3373 3.7138
C -2.0694 -28.8134 3.0783
O -0.9576 -28.5023 3.9661
C 0.3581 -28.7874 3.4732
H -4.6187 -24.3243 3.0517
H -3.5852 -24.2158 1.6442
H -2.8648 -23.9651 3.2667
H -2.3854 -26.2341 2.1889
H -4.1722 -26.5451 2.0823
H -2.4957 -25.2678 5.1912
H -1.2307 -26.4545 4.6529
H -2.3601 -26.8344 5.9046
H -5.5734 -26.6957 3.9938
H -4.6868 -25.3884 4.8253
H -5.2693 -28.2600 5.7205
H -5.9801 -26.8522 6.4631
H -4.3016 -27.1083 6.7036
H -4.1848 -28.6281 3.0525
H -3.5222 -28.8376 4.6700
H -1.9012 -28.2445 2.1639
H -2.0388 -29.8765 2.8397
H 1.1161 -28.4577 4.1836
H 0.6029 -28.1399 2.6312
H 0.4743 -29.8291 3.1740
C -3.3903 -30.9820 -9.1216
C -4.9063 -30.6787 -9.0239
N -5.3273 -29.8184 -7.7355
C -4.7110 -28.4314 -7.9206
C -6.9212 -29.6711 -7.6995
C -7.5294 -28.9695 -8.8802
C -4.7607 -30.5096 -6.4021
C -5.4477 -29.9814 -5.1250
O -5.6060 -28.5530 -5.0854
C -4.5007 -27.9573 -4.4392
H -3.1060 -31.5435 -10.0115
H -3.0030 -31.6678 -8.3680
H -2.8821 -30.0358 -8.9357
H -5.3939 -31.6482 -8.9230
H -5.2894 -30.2034 -9.9269
H -5.1145 -27.6371 -7.2926
H -4.8978 -28.1531 -8.9578
H -3.6575 -28.4575 -7.6423
H -7.1061 -29.1118 -6.7824
H -7.2921 -30.6955 -7.6668
H -8.6184 -28.9216 -8.8778
H -7.2325 -29.2987 -9.8760
H -7.3046 -27.9072 -8.7847
H -3.6817 -30.4500 -6.2597
H -4.9670 -31.5762 -6.4911
H -4.9812 -30.3468 -4.2102
H -6.4201 -30.4736 -5.1455
H -3.6513 -28.3617 -4.9897
H -4.4297 -28.1358 -3.3663
H -4.3796 -26.8769 -4.5171
C -6.9557 -27.1114 -0.6517
F -6.3762 -26.0409 -0.0841
F -8.2167 -26.8812 -0.5834
F -6.6745 -27.1678 -1.8818
S -6.3814 -28.7740 0.2821
O -6.9182 -29.8855 -0.4814
O -4.9051 -28.7630 0.2996
N -6.9626 -28.5603 1.9367
S -6.7481 -29.9564 2.4680
O -5.7351 -30.8412 1.9104
O -6.7592 -30.0187 3.9212
C -8.3852 -30.9184 1.8881
F -8.1173 -32.0356 1.1448
F -9.0406 -31.3211 2.9589
F -9.1561 -30.0205 1.2403
C -16.5613 -32.2010 5.4818
F -17.3766 -33.0726 4.8845
F -16.8066 -31.0241 5.0547
F -16.7926 -32.3552 6.8315
S -14.6230 -32.6181 5.2209
O -13.9542 -31.5823 6.0256
O -14.4174 -33.9361 5.7729
N -14.4545 -32.4675 3.5188
S -13.3825 -31.3640 3.2748
O -13.7791 -29.9623 3.4345
O -12.1185 -31.7222 3.9296
C -13.1248 -31.4943 1.3318
F -12.7596 -32.7810 1.0727
F -14.2053 -31.2461 0.6590
F -12.0936 -30.5805 1.0241
```


(3)
Molecular formula: C3H11NO3
Method: DFT, the ωB97M-V functional and the def2-TZVPD basis

Summary:
Energy above the lowest of the compared OMol25 structures with the same formula, charge and spin, kJ/mol: 179.5
SMILES: CCC(N)=O.O.O
E_HOMO, eV: -10.2
Lowest unoccupied orbital energy, eV: 0.5
HOMO-LUMO gap, eV: 10.76
Net charge: 0
Largest force on an atom, eV Å⁻¹: 7.1

XYZ file:
```
18
C3H11NO3 (the ωB97M-V functional and the def2-TZVPD basis)
C 0.8223 -0.2532 1.9686
C -0.0220 -0.7568 0.7666
C 0.2440 -2.0593 -0.1260
N 1.1785 -1.7538 -1.1748
O -0.2670 -3.1208 -0.0630
H 0.1597 0.3030 2.6772
H 1.2344 -1.0094 2.7510
H 1.6334 0.4245 1.7265
H 0.1173 0.0847 0.0096
H -1.0684 -0.7416 1.1194
H 1.7689 -1.0408 -1.1177
H 1.3710 -2.5524 -1.8498
O -0.5270 7.2189 0.3828
H -1.3309 6.7034 0.7099
H -0.0047 6.3783 0.4058
O -2.0237 -2.3858 -2.7813
H -1.6007 -2.9046 -3.4522
H -1.6853 -2.5343 -1.9525
```